ORCA calculation (ωB97M-V with the def2-TZVPD basis set) on 2 unconnected molecules or ions with the total composition C6H10F2O4 at a distorted geometry.

Bonds (Å) are listed after each position.
Element x y z (Å)
1 C -1.938 0.182 0.779  O4 1.384, F6 1.379, C13 1.491, H16 1.063
2 H 2.946 -0.434 -1.173  no bonds
3 H 0.515 2.472 1.152  C9 1.201
4 O -0.811 0.971 0.932  C1 1.384, C20 1.500
5 H -0.450 -1.148 -2.714  O14 1.027
6 F -2.761 0.694 -0.202  C1 1.379
7 O 1.871 0.961 1.257  C9 1.450, H21 1.112
8 C 0.789 -0.446 -0.413  C18 1.498, O19 1.495, C20 1.493, H22 1.112
9 C 1.194 1.878 0.360  H3 1.201, O7 1.450, H15 1.150, C20 1.480
10 H -0.848 -1.505 1.530  C13 1.142
11 H 0.019 -2.420 -0.537  C18 1.070
12 H -0.236 1.083 -1.111  C20 1.058
13 C -1.458 -1.219 0.608  C1 1.491, H10 1.142, F17 1.437, C18 1.708
14 O -1.080 -1.217 -1.906  H5 1.027, C18 1.471
15 H 1.643 2.471 -0.517  C9 1.150
16 H -2.472 0.358 1.681  C1 1.063
17 F -2.328 -2.344 0.404  C13 1.437
18 C -0.327 -1.414 -0.657  C8 1.498, H11 1.070, C13 1.708, O14 1.471
19 O 1.674 -0.419 -1.618  C8 1.495
20 C 0.208 0.907 -0.167  O4 1.500, C8 1.493, C9 1.480, H12 1.058
21 H 2.407 1.578 2.010  O7 1.112
22 H 1.442 -0.991 0.304  C8 1.112

Output
Orbital gap   10.06 eV
LUMO   -0.00801 hartree
Charge   0
2S+1   1
ΔE to the lowest compared entry with this formula, charge and spin   4.645 eV